# 1
Here is a molecular structure, C16H38Cl2FN4O2Si2 from the Open Molecules 2025 dataset. Energies are from ωB97M-V/def2-TZVPD.

Properties
DFT total energy ... -70782.1593 eV
Lowest unoccupied orbital energy ... -2.5 eV
Molar mass ... 464.58 g/mol
HOMO ... -10.62 eV
Total charge ... +1
HOMO-LUMO gap ... 8.1 eV

Each line ends with the natural charge from an NBO analysis.
Cartesian coordinates (Å):
C (0.574, -0.995, 3.524)  -0.605
C (0.761, -0.048, 2.336)  -0.432
C (0.431, 1.388, 2.685)  -0.218
F (-0.800, 1.392, 3.355)  -0.379
Si (0.363, 2.519, 1.156)  1.945
N (-1.273, 2.696, 0.601)  -1.279
C (1.417, 1.693, -0.217)  -0.692
N (0.686, 0.753, -1.085)  -0.853
O (1.070, 4.011, 1.382)  -1.242
Si (0.603, 5.135, 2.484)  1.779
Cl (1.904, 6.702, 2.190)  -0.371
Cl (0.933, 4.506, 4.402)  -0.367
C (-1.118, 5.814, 2.262)  -1.039
C (-2.162, 5.382, 3.264)  0.743
O (-2.922, 6.206, 3.757)  -0.541
N (-2.237, 3.975, 3.558)  -0.532
C (-2.409, 3.756, 4.991)  -0.415
C (-3.416, 3.437, 2.855)  -0.404
H (1.185, -1.876, 3.379)  0.205
H (-0.463, -1.268, 3.648)  0.216
H (0.882, -0.517, 4.446)  0.219
H (1.795, -0.121, 2.026)  0.214
H (0.095, -0.368, 1.537)  0.174
H (1.184, 1.748, 3.383)  0.200
H (-1.801, 1.847, 0.755)  0.391
H (-1.298, 2.861, -0.396)  0.380
H (2.240, 1.144, 0.223)  0.215
H (1.840, 2.482, -0.829)  0.228
H (-0.036, 1.205, -1.615)  0.354
H (0.307, -0.015, -0.560)  0.345
H (-1.461, 5.620, 1.251)  0.283
H (-1.049, 6.891, 2.357)  0.283
H (-3.287, 4.265, 5.382)  0.194
H (-2.508, 2.692, 5.161)  0.205
H (-1.555, 4.109, 5.549)  0.210
H (-3.538, 3.892, 1.883)  0.207
H (-3.294, 2.365, 2.752)  0.197
H (-4.318, 3.603, 3.439)  0.189
C (1.493, -3.071, -0.535)  -0.609
C (0.216, -3.605, -1.184)  -0.441
C (0.501, -4.517, -2.378)  -0.208
N (0.268, -3.884, -3.729)  -0.204
C (-1.191, -3.709, -3.965)  -0.402
C (1.002, -2.573, -3.883)  -0.222
C (2.403, -2.982, -4.282)  -0.424
C (2.138, -4.087, -5.307)  -0.428
C (0.871, -4.791, -4.803)  -0.209
H (2.095, -2.489, -1.235)  0.205
H (1.253, -2.426, 0.310)  0.231
H (2.109, -3.889, -0.161)  0.221
H (-0.436, -2.775, -1.461)  0.209
H (-0.333, -4.182, -0.441)  0.241
H (-0.142, -5.396, -2.363)  0.228
H (1.533, -4.861, -2.365)  0.225
H (-1.594, -3.022, -3.228)  0.232
H (-1.677, -4.678, -3.885)  0.232
H (-1.333, -3.303, -4.962)  0.231
H (0.510, -2.028, -4.688)  0.223
H (0.930, -1.991, -2.969)  0.250
H (2.954, -3.364, -3.422)  0.218
H (2.969, -2.152, -4.695)  0.258
H (2.974, -4.774, -5.407)  0.248
H (1.954, -3.655, -6.289)  0.229
H (1.072, -5.757, -4.351)  0.231
H (0.133, -4.919, -5.589)  0.231

---

# 2
Here is a molecular structure, C16H38Cu2N2O11 from the Open Molecules 2025 dataset. Energies are from ωB97M-V/def2-TZVPD.

Properties
Multiplicity ... 3
DFT total energy ... -131971.3656 eV
Lowest unoccupied orbital energy (spin up / spin down) ... -5.2 / -9.3 eV
Molar mass ... 561.58 g/mol
HOMO (spin up / spin down) ... -13.92 / -13.91 eV
Total charge ... +2
HOMO-LUMO gap (spin up / spin down) ... 8.7 / 4.6 eV
<S²> ... 2.007

Each line ends with the natural charge from an NBO analysis.
Cartesian coordinates (Å):
Cu (2.345, -3.137, 1.750)  1.553
Cu (3.207, -1.862, -2.383)  0.953
O (0.869, 0.689, 0.326)  -0.690
C (1.765, -0.279, 0.115)  1.001
O (2.197, -0.500, -1.040)  -0.826
O (2.213, -0.922, 1.120)  -0.891
H (0.853, 0.874, 1.276)  0.502
O (6.187, -2.328, 0.705)  -0.670
C (4.987, -2.395, 0.128)  1.018
O (4.774, -1.767, -0.926)  -0.813
O (4.102, -3.096, 0.700)  -0.879
H (6.700, -1.654, 0.235)  0.511
C (3.174, 2.838, 4.097)  -0.632
C (2.169, 1.977, 3.323)  -0.079
O (2.309, 0.598, 3.631)  -0.780
H (4.206, 2.484, 4.082)  0.216
H (2.939, 3.039, 5.142)  0.219
H (3.202, 3.813, 3.601)  0.216
H (2.420, 2.118, 2.268)  0.163
H (1.172, 2.311, 3.620)  0.173
H (2.504, 0.066, 2.850)  0.500
C (-5.713, 1.387, -7.903)  -0.272
O (-4.823, 1.696, -6.837)  -0.528
C (-3.844, 2.644, -7.173)  -0.063
C (-3.948, 3.783, -6.145)  -0.307
N (-3.457, 3.368, -4.841)  -0.115
C (-1.979, 3.424, -4.713)  -0.294
C (-1.490, 2.772, -3.456)  -0.090
O (-1.488, 1.380, -3.696)  -0.539
C (-1.112, 0.668, -2.525)  -0.263
H (-6.239, 0.455, -7.695)  0.223
H (-5.128, 1.046, -8.765)  0.189
H (-6.413, 2.183, -8.153)  0.195
H (-3.996, 3.080, -8.163)  0.230
H (-2.862, 2.165, -7.195)  0.201
H (-4.995, 4.085, -6.043)  0.272
H (-3.525, 4.712, -6.536)  0.245
H (-3.801, 2.397, -4.784)  0.421
H (-1.686, 4.474, -4.777)  0.250
H (-1.498, 2.963, -5.584)  0.273
H (-2.121, 3.020, -2.597)  0.191
H (-0.487, 3.162, -3.248)  0.205
H (-0.106, 0.981, -2.222)  0.194
H (-1.032, -0.386, -2.780)  0.203
H (-1.766, 0.837, -1.666)  0.177
C (4.417, -1.857, 3.829)  -0.262
O (3.073, -2.328, 3.560)  -0.621
C (2.299, -2.489, 4.719)  -0.094
C (1.100, -3.431, 4.467)  -0.263
N (0.622, -3.253, 3.097)  -0.678
C (-0.267, -2.094, 2.851)  -0.268
C (-1.497, -1.875, 3.715)  -0.084
O (-2.233, -3.055, 3.816)  -0.561
C (-3.646, -2.955, 3.827)  -0.249
H (4.945, -1.756, 2.888)  0.226
H (4.997, -2.471, 4.520)  0.200
H (4.271, -0.902, 4.338)  0.210
H (1.876, -1.501, 4.959)  0.208
H (2.865, -2.739, 5.617)  0.217
H (0.331, -3.458, 5.237)  0.246
H (1.552, -4.430, 4.486)  0.214
H (0.080, -4.081, 2.847)  0.411
H (-0.550, -1.962, 1.804)  0.217
H (0.453, -1.273, 2.965)  0.232
H (-2.135, -1.070, 3.332)  0.197
H (-1.211, -1.517, 4.714)  0.179
H (-3.904, -2.490, 2.865)  0.162
H (-4.064, -2.272, 4.570)  0.183
H (-4.160, -3.909, 3.854)  0.216

---

# 3
Here is a molecular structure, C16H38GeN3O2PtSSi3 from the Open Molecules 2025 dataset. Energies are from ωB97M-V/def2-TZVPD.

Properties
Multiplicity ... 2
DFT total energy ... -119965.6199 eV
Lowest unoccupied orbital energy (spin up / spin down) ... -13.2 / -13.2 eV
Molar mass ... 688.51 g/mol
HOMO (spin up / spin down) ... -18.98 / -19.15 eV
Relative energy (zero: lowest compared OMol25 entry of this formula, charge and spin) ... 2.143 eV
Total charge ... +4
HOMO-LUMO gap (spin up / spin down) ... 5.8 / 5.9 eV
<S²> ... 0.758

Each line ends with the natural charge from an NBO analysis.
Cartesian coordinates (Å):
Pt (0.918, 0.948, -1.056)  0.396
C (-4.033, -1.071, -3.135)  -0.283
O (-3.313, -1.099, -1.849)  -0.438
C (-2.360, -0.277, -1.565)  0.955
O (-1.779, -0.470, -0.456)  -0.789
N (-2.055, 0.703, -2.425)  -0.446
N (-0.979, 1.595, -2.241)  -0.627
H (-4.669, -1.948, -3.107)  0.267
H (-3.318, -1.158, -3.951)  0.216
H (-4.636, -0.166, -3.187)  0.221
H (-2.580, 0.801, -3.284)  0.442
H (-1.340, 2.500, -1.946)  0.412
H (-0.535, 1.719, -3.152)  0.428
C (-1.009, 3.967, 0.992)  -1.190
Si (0.421, 2.969, 1.590)  1.715
C (0.489, 2.478, 3.359)  -1.196
C (2.044, 3.342, 0.778)  -1.193
Ge (-0.327, 0.158, 0.731)  0.445
Si (-3.487, -1.151, 2.033)  1.982
C (-3.512, -2.830, 1.321)  -1.237
C (-2.949, -0.923, 3.764)  -1.234
C (-4.490, 0.192, 1.297)  -1.226
Si (0.898, -2.177, 1.511)  1.647
C (0.155, -3.384, 0.330)  -1.182
C (2.543, -1.451, 1.053)  -1.180
C (0.577, -2.371, 3.315)  -1.182
H (-0.791, 5.011, 1.250)  0.312
H (-1.953, 3.712, 1.474)  0.274
H (-1.133, 3.929, -0.090)  0.246
H (0.649, 3.431, 3.885)  0.319
H (1.331, 1.829, 3.601)  0.280
H (-0.432, 2.052, 3.756)  0.270
H (2.162, 4.433, 0.788)  0.309
H (2.120, 3.050, -0.272)  0.241
H (2.885, 2.912, 1.323)  0.281
H (-2.942, -3.534, 1.927)  0.287
H (-3.186, -2.877, 0.282)  0.291
H (-4.565, -3.148, 1.342)  0.324
H (-2.081, -1.517, 4.040)  0.282
H (-3.794, -1.298, 4.364)  0.335
H (-2.796, 0.119, 4.046)  0.284
H (-4.433, 0.282, 0.215)  0.266
H (-4.306, 1.161, 1.762)  0.284
H (-5.529, -0.088, 1.532)  0.328
H (-0.040, -2.946, -0.650)  0.262
H (-0.762, -3.825, 0.718)  0.268
H (0.873, -4.198, 0.184)  0.305
H (2.539, -0.874, 0.127)  0.246
H (3.219, -2.297, 0.873)  0.306
H (2.971, -0.843, 1.851)  0.277
H (-0.453, -2.652, 3.524)  0.252
H (0.852, -1.490, 3.894)  0.274
H (1.200, -3.197, 3.680)  0.310
S (1.774, -0.148, -2.864)  -0.175
C (3.517, 0.087, -3.036)  0.092
N (4.075, -0.624, -4.043)  -0.447
C (5.382, -0.563, -4.372)  0.117
C (6.226, 0.253, -3.661)  -0.218
C (5.693, 0.999, -2.615)  -0.059
C (4.343, 0.916, -2.300)  -0.253
H (3.480, -1.238, -4.591)  0.453
H (5.693, -1.179, -5.204)  0.271
H (7.273, 0.304, -3.924)  0.287
H (6.336, 1.657, -2.044)  0.267
H (3.930, 1.503, -1.492)  0.230